# 1
The following is a DFT calculation (ωB97M-V with the def2-TZVPD basis set) of C12H22Al3CaClF8MgN3NaO7P2 as an isolated structure at a distorted geometry.

Kohn-Sham gap = 1.33 eV
2S+1 = 1
Charge = +2
Electronic energy = -4870.096809 Eh
E_LUMO = -10.34 eV

Each line ends with the Löwdin charge.
CARTESIAN COORDINATES (ANGSTROEM)
C 0.3940 -2.5922 -0.9934  -0.113
N 0.9929 -1.4320 -1.7243  -0.130
C 1.7317 -0.6056 -0.7522  -0.240
N 1.9228 0.7945 -1.2306  -0.151
P 3.5305 1.3154 -1.2893  0.782
O 3.5789 2.8153 -1.5929  -0.549
C 1.1992 1.0313 -2.4448  -0.634
O 1.4980 0.6782 -3.5166  0.194
O 0.0257 1.7702 -2.2774  -0.158
P -1.0241 0.7760 -1.4256  1.012
C -2.2963 1.7190 -0.4628  -0.283
C -1.7970 -0.5961 -2.5233  -0.372
H 1.2497 -3.1745 -0.5899  0.115
H -0.2488 -2.2608 -0.1469  0.077
H -0.2419 -3.2136 -1.6627  0.050
H 1.6632 -1.8635 -2.3648  0.130
H 2.6704 -1.1312 -0.4552  0.142
H 1.1018 -0.5560 0.1599  0.084
H 4.3508 0.6049 -2.2024  0.045
H 4.0514 1.0796 0.0117  0.073
H -2.0807 1.5144 0.6106  0.050
H -2.2309 2.8451 -0.5792  -0.092
H -3.3455 1.3660 -0.6446  0.051
H -2.9605 -0.5861 -2.5742  -0.127
H -1.3683 -1.6044 -2.1293  0.022
H -1.4380 -0.5353 -3.5816  0.117
C -0.3111 -6.0423 -2.4037  -0.322
O -0.2904 -5.2590 -1.3286  -0.206
H -0.7705 -5.6194 -3.3259  0.062
H 0.6696 -6.4028 -2.7760  0.086
H -0.8694 -7.0027 -2.3025  0.108
Ca -3.5124 -1.8062 -1.5816  1.703
F -5.5205 -0.0640 -3.6593  -0.235
Al -6.3833 1.2601 -4.5188  -0.030
F -5.5765 1.5337 -6.0073  -0.170
F -6.2840 2.6677 -3.5471  -0.170
F -8.0028 0.7997 -4.7708  -0.163
Mg 5.3472 3.7040 -2.3979  1.212
Cl -3.1248 4.3176 -1.6033  0.063
C -0.3922 0.0313 2.5076  -0.924
O -0.8282 0.9578 3.1548  0.301
O -1.0824 -0.8028 1.8825  0.216
O 0.8286 -0.1988 2.3359  0.250
Na -3.5555 0.8065 -3.4978  0.523
F 0.0714 1.9738 0.5682  -0.216
Al 0.1846 3.6553 1.0916  -0.124
F 1.2910 4.4815 0.0491  -0.213
F 0.7477 3.7124 2.7120  -0.173
F -1.3797 4.3749 0.9623  -0.229
Al -1.6873 6.0396 -1.4856  0.413
N 1.4649 -0.8640 5.0554  0.071
C 1.3184 -0.8393 6.3814  -0.126
C 2.3348 -0.5133 7.2661  -0.047
C 3.5790 -0.1974 6.7489  -0.061
C 3.7585 -0.2165 5.3769  -0.061
C 2.6771 -0.5516 4.5782  -0.153
H 0.3292 -1.0977 6.7423  0.112
H 2.1548 -0.5087 8.3323  0.112
H 4.3987 0.0613 7.4075  0.114
H 4.7157 0.0251 4.9349  0.103
H 2.7704 -0.5744 3.5006  0.078

# 2
The following is a DFT calculation (ωB97M-V with the def2-TZVPD basis set) of C44H37MgN4O5 as an isolated structure.

Kohn-Sham gap = 6.99 eV
2S+1 = 1
Charge = +1
ΔE to the lowest compared entry with this formula, charge and spin = 0.0 kcal per mole
Electronic energy = -2494.273763 Eh
E_LUMO = -3.06 eV

Each line ends with the Löwdin charge.
CARTESIAN COORDINATES (ANGSTROEM)
Mg 0.0417 -0.0462 0.2863  0.645
O 2.0779 0.0652 0.0779  -0.068
C 2.3465 1.2352 -0.7867  -0.258
C 1.3207 2.3225 -0.2954  -0.578
O 1.6533 3.4741 -0.1607  0.110
O 0.1499 1.8076 -0.1052  -0.074
C 1.9926 0.7769 -2.1997  -0.144
C 1.2833 1.5994 -3.0632  -0.003
C 0.9961 1.1730 -4.3551  -0.058
C 1.4089 -0.0782 -4.7885  -0.076
C 2.1242 -0.9032 -3.9273  -0.079
C 2.4166 -0.4743 -2.6413  -0.031
C 3.8126 1.6109 -0.6919  -0.128
C 4.7610 0.7774 -0.1105  -0.036
C 6.1059 1.1347 -0.0711  -0.072
C 6.5174 2.3272 -0.6383  -0.076
C 5.5813 3.1505 -1.2534  -0.053
C 4.2432 2.7985 -1.2830  -0.006
H 2.8366 -0.0865 0.6522  0.086
H 0.9470 2.5747 -2.7298  0.129
H 0.4469 1.8246 -5.0221  0.110
H 1.1850 -0.4064 -5.7951  0.106
H 2.4713 -1.8720 -4.2656  0.102
H 2.9933 -1.1073 -1.9774  0.122
H 4.5090 -0.1972 0.3004  0.108
H 6.8249 0.4712 0.3907  0.106
H 7.5616 2.6097 -0.6144  0.107
H 5.8955 4.0794 -1.7116  0.111
H 3.5252 3.4522 -1.7541  0.120
C -8.9801 0.0545 10.6054  -0.065
O -9.2797 0.0655 9.2141  -0.069
C -8.2435 0.0431 8.3472  -0.276
C -6.9027 0.0035 8.7233  0.000
C -5.9197 -0.0166 7.7441  -0.012
C -6.2506 0.0018 6.3981  -0.161
C -7.5994 0.0417 6.0386  -0.026
C -8.5889 0.0622 6.9957  0.011
C -5.1803 -0.0201 5.3913  -0.245
N -3.8900 -0.0635 5.6376  0.196
C -3.2992 -0.0675 4.3991  -0.171
C -4.2258 -0.0278 3.3992  -0.125
N -5.4404 0.0008 4.0455  0.187
C -3.8881 -0.0191 2.0101  -0.058
C -4.8032 0.0441 0.9499  0.021
C -4.3471 0.0550 -0.3399  -0.021
C -2.9707 -0.0051 -0.5656  -0.078
N -2.0862 -0.0711 0.4123  0.074
C -2.5241 -0.0695 1.6968  -0.113
C -1.5122 -0.1036 2.7579  -0.114
N -0.2027 -0.1221 2.3808  0.081
C 0.7178 -0.1034 3.3289  -0.085
C 0.4180 -0.0873 4.6934  -0.017
C -0.8945 -0.0888 5.0798  0.035
C -1.8958 -0.0931 4.0977  -0.060
H -9.9354 0.0796 11.1186  0.095
H -8.3927 0.9314 10.8837  0.097
H -8.4416 -0.8543 10.8802  0.097
H -6.6152 -0.0106 9.7632  0.106
H -4.8756 -0.0461 8.0273  0.116
H -7.9040 0.0580 4.9983  0.105
H -9.6359 0.0940 6.7267  0.126
H -6.3519 0.0461 3.6273  0.147
H -5.8673 0.0912 1.1481  0.122
H -5.0280 0.1126 -1.1767  0.117
H -2.5791 0.0081 -1.5758  0.131
H 1.7497 -0.0969 2.9987  0.120
H 1.2203 -0.0693 5.4170  0.117
H -1.1830 -0.0762 6.1231  0.128
C 0.1208 -8.4605 0.4308  -0.031
C 0.1588 -7.0009 0.0770  -0.228
C -0.3472 -6.0448 0.9507  0.006
C -0.3072 -4.6911 0.6599  -0.165
C -0.8877 -3.7286 1.6630  -0.022
C 0.2643 -4.2927 -0.5686  -0.098
C 0.3526 -2.9078 -0.9631  -0.106
O 0.0506 -1.9412 -0.2608  -0.035
C 0.7744 -5.2505 -1.4771  -0.185
C 1.3921 -4.8755 -2.8064  -0.038
C 0.7136 -6.5868 -1.1317  0.004
H -0.5014 -8.6465 1.3040  0.080
H 1.1275 -8.8216 0.6507  0.094
H -0.2624 -9.0527 -0.4006  0.089
H -0.7902 -6.3652 1.8864  0.121
H -1.3402 -4.2823 2.4841  0.085
H -1.6469 -3.0880 1.2121  0.084
H -0.1236 -3.0668 2.0733  0.083
H 0.7261 -2.6955 -1.9713  0.118
H 2.2537 -4.2158 -2.6906  0.084
H 0.6789 -4.3780 -3.4662  0.092
H 1.7360 -5.7721 -3.3175  0.083
H 1.1048 -7.3290 -1.8182  0.126